Arrangement one

The following is a DFT calculation (ωB97M-V/def2-TZVPD) of an isolated ion of composition C4H6IN2 and charge +1.

The LUMO energy (spin up / spin down) comes out at -6.433 / -5.738 eV. The total charge is +1. The multiplicity is 1.

Each line ends with the natural charge from an NBO analysis.
Geometry (Å):
C1 -0.73054 -0.02655 -1.65004  0.019
C2 -0.22673 -0.71068 -0.49739  -0.039
C3 0.36471 1.30395 0.47929  0.346
C4 0.55693 -0.82622 1.84363  -0.370
N1 -0.46008 1.17430 -1.85970  -0.551
N2 0.19525 0.04271 0.55626  -0.361
I1 -1.08511 2.50102 -3.23054  0.520
H1 -1.09149 -0.72991 -2.44411  0.231
H2 -0.50611 -1.75357 -0.41857  0.244
H3 1.04328 2.07762 0.75954  0.241
H4 1.55157 -1.16253 1.79211  0.240
H5 0.50406 -0.25230 2.72407  0.237
H6 -0.11573 -1.63783 1.94544  0.242

---

Arrangement two

The following is a DFT calculation (ωB97M-V/def2-TZVPD) of an isolated ion of composition C4H6IN2 and charge +1.

The SMILES is C#CN/C(I)=[NH+]/C. The LUMO energy comes out at -5.133 eV. The total charge is +1. The multiplicity is 1.

Each line ends with the natural charge from an NBO analysis.
Geometry (Å):
C1 1.83404 -2.40357 -0.58629  -0.152
C2 0.76441 -2.39030 -0.06931  0.092
N1 -0.38950 -2.06050 0.49673  -0.598
C3 -0.87977 -0.78872 0.62777  0.420
I1 -2.96395 -0.72306 1.28807  0.318
N2 -0.25593 0.31476 0.12153  -0.553
C4 -0.83020 1.64082 0.20253  -0.410
H1 2.50644 -2.78910 -1.32675  0.271
H2 -1.04777 -2.71004 0.91515  0.453
H3 0.61777 0.10471 -0.50940  0.461
H4 -0.24097 2.01019 -0.56585  0.229
H5 -0.72092 2.12494 1.17101  0.243
H6 -1.89828 1.51780 -0.15868  0.225

---

Arrangement three

The following is a DFT calculation (ωB97M-V/def2-TZVPD) of an isolated ion of composition C4H6IN2 and charge +1.

The SMILES is C#CN/C(I)=[NH+]/C. The LUMO energy comes out at -5.113 eV. The total charge is +1. The multiplicity is 1.

Each line ends with the natural charge from an NBO analysis.
Geometry (Å):
C1 1.37719 -0.91398 -2.65883  -0.181
C2 0.92311 -1.36426 -1.61709  0.091
N1 0.32160 -1.76758 -0.51148  -0.615
C3 -0.14675 -0.70734 0.70508  0.324
I1 -0.62403 -1.54065 2.50925  0.447
N2 -0.36379 0.55974 0.32571  -0.527
C4 -0.75720 1.77176 1.24258  -0.426
H1 2.12726 -0.57821 -3.21852  0.232
H2 0.04567 -2.74954 -0.44367  0.446
H3 -0.23610 0.90671 -0.63720  0.464
H4 -1.01945 1.55003 2.22460  0.236
H5 -1.66006 2.29141 0.67415  0.253
H6 0.01257 2.54191 1.40542  0.255

---

Winner for stability: arrangement two

---

Arrangement one

The following is a DFT calculation (ωB97M-V/def2-TZVPD) of one molecule with the formula C6H4O.

The SMILES is C#C/C=C(\O)C#C. The LUMO energy comes out at 0.373 eV. The multiplicity is 1.

Each line ends with the natural charge from an NBO analysis.
Geometry (Å):
C1 -2.93895 0.40021 0.11309  -0.239
C2 -1.73374 0.42644 0.15464  -0.047
C3 -0.33648 0.59543 0.18011  -0.376
C4 0.49201 -0.42838 -0.07817  0.301
O1 0.08739 -1.68440 -0.35575  -0.636
C5 1.90399 -0.24022 -0.03767  -0.074
C6 3.08653 -0.03979 0.03342  -0.156
H1 -3.83858 0.91484 -0.10932  0.240
H2 0.02830 1.59902 0.36936  0.252
H3 -0.88444 -1.67847 -0.37744  0.497
H4 4.13399 0.13532 0.10773  0.238

---

Arrangement two

The following is a DFT calculation (ωB97M-V/def2-TZVPD) of a 2-piece molecular cluster, C6H4O overall.

The LUMO energy (spin up / spin down) comes out at -1.656 / -1.655 eV. The multiplicity is 1.

Each line ends with the natural charge from an NBO analysis.
Geometry (Å):
C1 -2.03112 0.49212 -0.26435  -0.117
C2 -0.68435 -1.62052 -1.49543  0.055
C3 -0.11113 -0.84624 -0.67563  -0.531
C4 0.50895 0.02245 0.22270  0.441
O1 -0.17117 0.92972 0.74655  -0.520
C5 1.91134 -0.10531 0.54288  -0.101
C6 3.08108 -0.22070 0.80392  -0.101
H1 -1.79606 1.17250 -1.07286  0.208
H2 -2.30567 0.92834 0.68569  0.205
H3 -2.52124 -0.43193 -0.53179  0.216
H4 4.11937 -0.32044 1.03832  0.244

---

Winner for stability: arrangement one

---

Arrangement one

The following is a DFT calculation (ωB97M-V/def2-TZVPD) of one molecule with the formula C6H4O.

The SMILES is C#Cc1ccco1. The LUMO energy comes out at 0.969 eV. The multiplicity is 1.

Each line ends with the natural charge from an NBO analysis.
Geometry (Å):
C1 2.81565 0.18903 -0.29288  -0.198
C2 1.80833 -0.30167 0.15314  -0.053
C3 0.41685 -0.37057 0.42711  0.174
C4 -0.34559 0.75338 0.47666  -0.241
C5 -1.64467 0.36601 0.05487  -0.320
C6 -1.58771 -0.97770 -0.14164  0.106
O1 -0.33814 -1.45035 0.08835  -0.383
H1 3.58674 0.72496 -0.79763  0.238
H2 0.07171 1.73263 0.66449  0.235
H3 -2.45791 1.03609 -0.17632  0.234
H4 -2.32525 -1.70182 -0.45615  0.209

---

Arrangement two

The following is a DFT calculation (ωB97M-V/def2-TZVPD) of one molecule with the formula C6H4O.

The SMILES is C#CC(=O)C#CC. The LUMO energy comes out at 0.094 eV. The multiplicity is 1.

Each line ends with the natural charge from an NBO analysis.
Geometry (Å):
C1 -1.12230 2.07474 -2.13171  -0.037
C2 -1.25244 1.26926 -1.22553  -0.201
C3 -0.26256 0.15189 -1.48343  0.482
O1 -0.03570 -0.29175 -2.58590  -0.508
C4 0.34698 -0.29416 -0.27528  -0.140
C5 0.52017 -0.68364 0.84827  0.120
C6 0.67193 -1.09162 2.22683  -0.696
H1 -0.96730 2.45085 -3.11356  0.240
H2 1.71026 -1.34871 2.44217  0.246
H3 0.03970 -1.96305 2.42080  0.250
H4 0.35125 -0.27381 2.87734  0.244

---

Arrangement three

The following is a DFT calculation (ωB97M-V/def2-TZVPD) of one molecule with the formula C6H4O.

The LUMO energy comes out at -0.972 eV. The multiplicity is 1.

Each line ends with the natural charge from an NBO analysis.
Geometry (Å):
C1 0.46948 1.46927 -1.25202  -0.599
C2 -1.71591 0.49533 -0.71388  0.348
C3 -0.42409 0.50145 -0.49813  -0.494
C4 0.29330 -0.38837 0.46450  0.508
O1 1.48477 -0.23856 0.64007  -0.480
C5 -0.40112 -1.43493 1.19766  -0.140
C6 -0.76437 -2.34173 1.90272  -0.104
H1 0.98818 0.93140 -2.05262  0.234
H2 1.22186 1.84164 -0.54848  0.252
H3 -0.08197 2.31124 -1.67610  0.232
H4 -1.07013 -3.14674 2.53626  0.243

---

Winner for stability: arrangement one

---

Arrangement one

The following is a DFT calculation (ωB97M-V/def2-TZVPD) of one molecule with the formula C6H4O.

The SMILES is C#CC#CCC=O. The LUMO energy comes out at 0.564 eV. The multiplicity is 1.

Each line ends with the natural charge from an NBO analysis.
Geometry (Å):
C1 3.22993 -0.26889 -0.01965  -0.144
C2 2.07490 0.02699 0.13244  -0.079
C3 0.80319 0.46923 0.37852  -0.016
C4 -0.26593 0.98264 0.67013  -0.014
C5 -1.60311 0.65586 0.18504  -0.580
C6 -1.51210 -0.81414 -0.27842  0.435
O1 -0.45784 -1.34604 -0.47320  -0.486
H1 4.25079 -0.50841 -0.17757  0.236
H2 -1.59734 1.27866 -0.71458  0.270
H3 -2.49466 0.91886 0.76217  0.243
H4 -2.42782 -1.39477 -0.46489  0.135

---

Arrangement two

The following is a DFT calculation (ωB97M-V/def2-TZVPD) of one molecule with the formula C6H4O.

The LUMO energy comes out at -1.360 eV. The multiplicity is 1.

Each line ends with the natural charge from an NBO analysis.
Geometry (Å):
C1 0.72806 0.11102 -1.76639  -0.268
C2 -0.64681 2.51445 0.15900  0.104
C3 -0.45399 1.27480 0.34385  -0.539
C4 -0.14478 -0.03762 0.39954  0.422
O1 0.45678 -0.67263 -0.58995  -0.419
C5 -0.45410 -0.82886 1.55493  -0.096
C6 -0.78049 -1.37819 2.57637  -0.081
H1 -0.20139 0.25434 -2.32598  0.205
H2 1.45662 -0.46311 -2.33555  0.207
H3 1.11524 1.09617 -1.49549  0.219
H4 -1.07513 -1.87037 3.47966  0.246

---

Arrangement three

The following is a DFT calculation (ωB97M-V/def2-TZVPD) of one molecule with the formula C6H4O.

The SMILES is C#CC(=O)C#CC. The LUMO energy comes out at -0.260 eV. The multiplicity is 1.

Each line ends with the natural charge from an NBO analysis.
Geometry (Å):
C1 -3.09109 -0.92178 -1.37564  -0.127
C2 -1.97169 -1.05756 -0.95213  -0.118
C3 -0.63802 -1.35628 -0.44126  0.446
O1 -0.24634 -2.50243 -0.35709  -0.461
C4 0.19977 -0.24926 -0.02003  -0.152
C5 1.00558 0.53378 0.42117  0.131
C6 2.00557 1.42594 0.99934  -0.699
H1 -4.08639 -0.81991 -1.75255  0.240
H2 2.97521 1.27829 0.51262  0.248
H3 2.12771 1.19224 2.06211  0.249
H4 1.71969 2.47697 0.90346  0.242

---

Arrangement four

The following is a DFT calculation (ωB97M-V/def2-TZVPD) of one molecule with the formula C6H4O.

The SMILES is C#CC(=O)C#CC. The LUMO energy comes out at -0.025 eV. The multiplicity is 1.

Each line ends with the natural charge from an NBO analysis.
Geometry (Å):
C1 2.00400 -1.09333 0.71264  -0.140
C2 1.26545 -0.15249 0.55264  -0.152
C3 0.94504 1.29766 0.50390  0.462
O1 1.71121 2.03891 1.06229  -0.462
C4 -0.28037 1.60577 -0.22308  -0.173
C5 -1.18017 0.85636 -0.54502  0.166
C6 -1.69230 -0.49733 -0.63449  -0.703
H1 2.79635 -1.78128 0.90558  0.244
H2 -2.59864 -0.67361 -0.05291  0.246
H3 -0.82021 -0.99970 -0.15110  0.265
H4 -1.79522 -0.86928 -1.65549  0.249

---

Winner for stability: arrangement three

---

Arrangement one

The following is a DFT calculation (ωB97M-V/def2-TZVPD) of one molecule with the formula C6H4O.

The SMILES is C#CC(O)=C=C=C. The LUMO energy (spin up / spin down) comes out at -0.860 / -0.860 eV. The multiplicity is 1.

Each line ends with the natural charge from an NBO analysis.
Geometry (Å):
C1 3.12781 -0.55433 0.76710  -0.093
C2 1.99096 -0.24129 0.51844  -0.103
C3 0.64862 0.15523 0.20227  0.469
O1 -0.19196 0.15844 1.15592  -0.571
C4 0.27560 0.50832 -1.15383  -0.339
C5 -0.97566 0.32928 -1.20437  0.191
C6 -2.19999 0.12687 -0.62802  -0.741
H1 4.13528 -0.83437 0.98556  0.243
H2 -1.25119 0.09036 0.58362  0.446
H3 -2.77010 1.01508 -0.35391  0.253
H4 -2.78936 -0.75358 -0.87278  0.245

---

Arrangement two

The following is a DFT calculation (ωB97M-V/def2-TZVPD) of one molecule with the formula C6H4O.

The SMILES is C#CC(O)=C=C=C. The LUMO energy (spin up / spin down) comes out at -0.041 / -0.041 eV. The multiplicity is 1.

Each line ends with the natural charge from an NBO analysis.
Geometry (Å):
C1 3.22809 -0.65488 0.49909  -0.155
C2 2.08172 -0.28695 0.49669  -0.070
C3 0.73612 0.18995 0.60070  0.215
O1 0.52159 0.87713 1.76074  -0.640
C4 -0.23568 0.01627 -0.28495  -0.086
C5 -1.37155 -0.03821 -0.85427  0.033
C6 -2.57870 -0.07043 -1.37272  -0.476
H1 4.24247 -0.98992 0.51399  0.239
H2 -0.41933 1.10388 1.78008  0.488
H3 -3.37540 0.46075 -0.85901  0.223
H4 -2.82933 -0.60758 -2.28034  0.227

---

Winner for stability: arrangement two

---

Arrangement one

The following is a DFT calculation (ωB97M-V/def2-TZVPD) of one molecule with the formula C6H4O.

The LUMO energy (spin up / spin down) comes out at -1.026 / -1.028 eV. The multiplicity is 1.

Each line ends with the natural charge from an NBO analysis.
Geometry (Å):
C1 -0.11768 -0.99366 1.01173  -0.139
C2 -1.27318 -0.29758 1.52529  -0.017
C3 -1.35153 -0.77583 0.23642  0.019
C4 -0.18072 -0.88519 -0.60763  -0.220
C5 0.69042 0.21995 -0.70587  -0.330
C6 0.35531 1.56468 -0.25483  0.337
O1 -0.76822 1.94207 0.03305  -0.523
H1 0.63718 -1.67336 1.38849  0.264
H2 -0.03181 -1.78331 -1.20388  0.258
H3 1.61269 0.09775 -1.26903  0.228
H4 1.22187 2.25193 -0.18827  0.124

---

Arrangement two

The following is a DFT calculation (ωB97M-V/def2-TZVPD) of one molecule with the formula C6H4O.

The SMILES is C=C=C=C=C1CO1. The LUMO energy comes out at 0.094 eV. The multiplicity is 1.

Each line ends with the natural charge from an NBO analysis.
Geometry (Å):
C1 3.25031 0.57275 -0.40610  -0.416
C2 2.13973 0.01972 0.01551  -0.033
C3 0.95280 -0.34761 0.31198  0.038
C4 -0.30669 -0.50552 0.48406  -0.130
C5 -1.58179 -0.31310 0.32932  0.256
C6 -2.78378 -0.25392 -0.45282  -0.117
O1 -2.70548 0.07004 0.97422  -0.430
H1 4.20679 0.06329 -0.45894  0.218
H2 3.20826 1.61117 -0.73032  0.217
H3 -3.34348 -1.15729 -0.67814  0.199
H4 -2.94209 0.60022 -1.10938  0.198

---

Winner for stability: arrangement two